Entry 1:
C4H7NO | ωB97M-V with the def2-TZVPD basis set

Summary:
lowest unoccupied orbital energy = 0.60 eV
HOMO = -9.726 eV
structure (SMILES) = C[C@@H]1N[C@@H]1C=O
orbital gap = 10.33 eV
energy above the lowest of the compared OMol25 structures with the same formula, charge and spin = 113.6 kcal/mol

```
13
Properties=species:S:1:pos:R:3:lowdin_charge:R:1
N -0.08 1.14 -0.72 0.009
C 0.74 0.44 0.52 -0.154
H 1.09 1.48 1.13 0.184
H 1.59 -0.95 -1.19 0.149
O 3.09 -0.32 0.02 -0.024
C -1.37 -0.98 -0.01 -0.095
C -0.76 0.35 0.25 -0.467
H -2.51 -0.92 -0.53 0.129
H -1.49 -1.49 0.98 0.078
C 1.85 -0.39 -0.16 -0.224
H -1.08 -1.74 -0.87 0.111
H -1.09 1.11 1.02 0.148
H 0.03 2.26 -0.46 0.156
```



Entry 2:
C6H5Cl2IO2 | ωB97M-V with the def2-TZVPD basis set

Summary:
lowest unoccupied orbital energy (alpha / beta) = -0.61 / -0.22 eV
HOMO (alpha / beta) = -8.060 / -8.188 eV
orbital gap (alpha / beta) = 7.45 / 7.96 eV

```
16
Properties=species:S:1:pos:R:3:lowdin_charge:R:1
C 1.42 0.46 0.42 -0.134
O 2.16 -0.50 -0.18 0.025
C 0.15 0.58 -0.28 -0.254
C 1.60 -0.94 -1.39 -0.419
C -0.63 -0.68 -0.13 -0.016
H -1.76 -0.61 -0.31 0.139
H -0.35 1.52 -0.29 0.130
H -0.33 -1.42 0.61 0.116
O 2.09 -1.60 -2.23 0.184
Cl 1.70 3.73 0.57 0.519
Cl 2.20 2.71 -2.04 0.514
I 4.56 2.29 0.20 0.754
H -0.27 -0.15 -2.31 0.127
C 0.21 -0.44 -1.43 -0.063
H 1.52 0.32 1.47 0.137
C 2.53 2.58 -0.34 -1.760
```



Entry 3:
C12H19Cl2NO2PRu | ωB97M-V with the def2-TZVPD basis set

Summary:
lowest unoccupied orbital energy (alpha / beta) = -6.87 / -11.36 eV
2S+1 = 6
HOMO (alpha / beta) = -14.484 / -16.204 eV
net charge = +2
orbital gap (alpha / beta) = 7.61 / 4.85 eV
energy above the lowest of the compared OMol25 structures with the same formula, charge and spin = 6.8 kcal/mol

```
38
Properties=species:S:1:pos:R:3:lowdin_charge:R:1
Cl 0.35 3.17 1.16 0.045
C -1.22 1.44 4.90 0.044
H 0.01 -4.62 -1.98 0.103
H -0.28 -1.12 -2.73 0.050
H -2.33 0.46 3.29 0.141
H 1.96 -0.04 3.19 0.146
H -1.38 1.79 -3.79 0.076
H -2.42 0.84 -2.68 0.066
N -0.27 -0.28 1.74 -0.008
H 1.48 -3.75 -2.69 0.107
Cl 2.46 -2.66 -0.09 0.741
H 1.41 2.39 -3.06 0.073
Ru -0.57 1.29 0.41 0.758
O -0.04 -2.75 -0.28 -0.054
C 0.04 1.70 5.43 0.061
H -2.10 1.86 5.37 0.147
C -1.66 1.63 -2.74 -0.229
H 1.38 -0.60 -2.39 0.042
C 1.05 -4.29 -1.82 -0.044
C -0.19 0.25 3.08 -0.247
H 2.16 1.37 5.26 0.144
C -1.34 0.68 3.73 0.018
H 0.14 2.34 6.32 0.155
H 2.05 1.84 -1.48 0.058
C 0.99 -3.29 -0.69 -0.885
H 0.94 3.23 -1.52 0.010
C 1.18 1.16 4.83 0.021
H 0.56 -0.76 1.40 0.084
O -3.57 1.36 0.41 0.144
P -0.22 1.12 -1.74 0.649
C 1.08 0.39 3.67 0.055
C 1.18 2.27 -1.99 -0.277
C 0.41 -0.27 -2.77 -0.234
H -1.08 -0.90 1.64 0.136
H 0.53 0.04 -3.82 0.076
H -2.08 2.55 -2.32 0.057
H 1.70 -5.14 -1.56 0.099
C -2.39 1.35 0.43 -0.327
```



Entry 4:
C16H25F4FeGeN2 | ωB97M-V with the def2-TZVPD basis set

Summary:
lowest unoccupied orbital energy (alpha / beta) = 2.87 / 2.85 eV
2S+1 = 5
HOMO (alpha / beta) = -2.222 / -2.943 eV
net charge = -1
orbital gap (alpha / beta) = 5.09 / 5.80 eV
energy above the lowest of the compared OMol25 structures with the same formula, charge and spin = 0.0 kcal/mol

```
49
Properties=species:S:1:pos:R:3:lowdin_charge:R:1
H -3.21 -0.67 -2.62 0.047
H -2.06 -0.81 -3.96 0.083
H 5.26 -1.72 -1.11 -0.005
H 1.89 -1.04 -3.77 0.072
H -2.29 -1.89 -1.25 0.132
F -5.25 1.69 4.08 0.050
H -3.33 -0.08 -0.27 0.128
C -2.28 1.31 1.94 -0.182
C 1.10 -0.42 -3.32 -0.073
H -2.81 -1.21 0.97 0.111
C -4.08 2.00 3.45 -0.222
F -0.41 2.77 1.91 0.052
C -2.40 -0.44 0.29 -0.283
F -4.28 0.00 2.18 0.041
H -2.04 1.21 -1.49 0.111
N -0.67 -0.38 -1.57 -0.222
H -0.87 -1.91 -0.23 0.092
C 2.19 0.82 0.47 -0.517
H 5.25 -0.14 2.34 -0.028
N -1.69 0.54 1.03 -0.069
Ge 3.40 -0.65 0.49 0.648
C 4.98 -0.69 -0.83 -0.252
C 2.47 -2.40 0.36 -0.269
H 1.47 0.45 -2.69 0.085
C -1.54 0.62 -2.29 -0.211
H 2.73 -3.05 -0.53 0.017
H -0.61 -1.84 -3.02 0.088
H 4.77 -0.19 -1.76 -0.027
H 2.58 1.83 0.69 -0.116
C -3.61 1.16 2.45 -0.133
H -3.73 3.59 4.81 0.125
C -2.11 3.30 3.43 -0.232
H 0.60 -2.02 -1.91 0.096
H -3.05 0.73 -3.77 0.075
H 1.36 -2.42 0.36 -0.025
C 4.59 -0.95 2.15 -0.259
C -3.34 3.05 3.95 0.011
C -1.53 -1.21 -0.72 -0.238
C 0.10 -1.24 -2.48 -0.262
Fe 0.38 0.42 0.43 0.617
H 5.15 -1.84 1.81 -0.001
H 0.60 0.01 -4.18 0.049
F -1.37 4.32 3.93 0.067
H -0.90 1.33 -2.78 0.098
C -2.54 -0.08 -3.23 -0.082
C -1.65 2.51 2.39 -0.154
H 2.82 -3.04 1.17 -0.003
H 5.84 -0.19 -0.41 -0.016
H 4.10 -1.16 3.09 -0.013
```



Number 3 is which compound?
C12H19Cl2NO2PRu